Record 1
{
  "formula": "C18H18F6O18",
  "method": "ωB97M-V/def2-TZVPD",
  "spin_multiplicity": 1,
  "e_above_lowest_kcal_mol": 13.5,
  "total_charge": 0,
  "smiles": "O=C1OC[C@@H](F)O1.O=C1OC[C@@H](F)O1.O=C1OC[C@@H](F)O1.O=C1OC[C@@H](F)O1.O=C1OC[C@@H](F)O1.O=C1OC[C@@H](F)O1",
  "homo_lumo_gap_ev": 11.30,
  "symbols": ["O", "C", "O", "C", "C", "F", "O", "H", "H", "H", "O", "C", "O", "C", "C", "F", "O", "H", "H", "H", "O", "C", "O", "C", "C", "F", "O", "H", "H", "H", "O", "C", "O", "C", "C", "F", "O", "H", "H", "H", "O", "C", "O", "C", "C", "F", "O", "H", "H", "H", "O", "C", "O", "C", "C", "F", "O", "H", "H", "H"],
  "xyz": [[-0.02, -8.16, -1.14], [0.65, -7.36, -0.59], [0.65, -7.11, 0.73], [1.33, -5.86, 0.99], [2.00, -5.54, -0.33], [3.35, -5.58, -0.20], [1.54, -6.53, -1.22], [0.62, -5.14, 1.38], [2.06, -6.08, 1.77], [1.69, -4.61, -0.79], [3.02, 1.00, 2.40], [3.11, 0.00, 3.03], [3.51, -0.09, 4.30], [3.51, -1.46, 4.72], [2.85, -2.17, 3.54], [1.54, -2.48, 3.90], [2.83, -1.24, 2.53], [4.53, -1.79, 4.90], [2.88, -1.53, 5.60], [3.30, -3.11, 3.24], [-5.12, 0.43, -5.97], [-4.04, 0.76, -5.65], [-3.41, 1.90, -5.98], [-2.04, 1.83, -5.53], [-2.13, 0.72, -4.48], [-2.42, 1.34, -3.26], [-3.21, -0.02, -4.86], [-1.46, 1.55, -6.40], [-1.75, 2.78, -5.10], [-1.19, 0.22, -4.28], [2.02, 4.62, 0.88], [2.25, 4.29, -0.23], [3.41, 3.72, -0.64], [3.37, 3.59, -2.09], [1.87, 3.68, -2.36], [1.29, 2.43, -2.37], [1.39, 4.41, -1.29], [3.87, 4.46, -2.52], [3.89, 2.65, -2.25], [1.67, 4.13, -3.33], [0.26, -3.05, 0.30], [-0.05, -1.90, 0.27], [0.80, -0.86, 0.15], [0.10, 0.34, 0.38], [-1.38, -0.05, 0.39], [-2.02, 0.41, -0.72], [-1.33, -1.46, 0.33], [0.46, 0.82, 1.29], [0.20, 1.07, -0.43], [-2.00, 0.24, 1.23], [-1.68, 4.12, 1.41], [-2.58, 3.64, 1.99], [-3.48, 4.29, 2.77], [-4.60, 3.44, 2.95], [-4.00, 2.04, 2.76], [-4.87, 1.24, 2.09], [-2.85, 2.29, 2.02], [-5.13, 3.57, 3.89], [-5.34, 3.64, 2.17], [-3.73, 1.55, 3.69]],
  "lowdin_charge": [0.181, -0.550, 0.074, -0.044, -0.307, 0.059, 0.129, 0.117, 0.136, 0.146, 0.191, -0.541, 0.083, -0.031, -0.300, 0.038, 0.132, 0.138, 0.140, 0.166, 0.197, -0.533, 0.079, -0.038, -0.310, 0.023, 0.138, 0.140, 0.138, 0.168, 0.198, -0.540, 0.066, -0.023, -0.322, 0.041, 0.137, 0.138, 0.143, 0.165, 0.156, -0.534, 0.090, -0.039, -0.270, 0.059, 0.149, 0.136, 0.132, 0.146, 0.209, -0.532, 0.084, -0.056, -0.323, 0.074, 0.104, 0.139, 0.145, 0.171]
}

Record 2
{
  "formula": "C18H18FIN2V",
  "method": "ωB97M-V/def2-TZVPD",
  "spin_multiplicity": 4,
  "e_above_lowest_kcal_mol": 121.2,
  "total_charge": 0,
  "s2": 3.76,
  "homo_lumo_gap_ev": [6.15, 4.70],
  "symbols": ["C", "C", "H", "H", "H", "H", "H", "H", "C", "C", "C", "C", "H", "H", "H", "H", "N", "C", "C", "N", "C", "C", "C", "H", "H", "C", "H", "H", "V", "I", "F", "C", "C", "C", "C", "C", "C", "H", "H", "H", "H"],
  "xyz": [[2.63, -1.48, -0.46], [0.71, -1.38, -2.57], [3.48, -1.42, -1.14], [2.21, -2.48, -0.35], [2.69, -0.89, 0.45], [-0.14, -0.72, -2.61], [1.57, -1.17, -3.28], [0.53, -2.47, -2.34], [2.38, 1.12, 1.42], [2.41, 2.13, 2.38], [1.40, 3.11, 2.37], [0.40, 3.03, 1.42], [3.17, 0.38, 1.39], [3.23, 2.14, 3.09], [1.39, 3.93, 3.09], [-0.42, 3.76, 1.39], [1.39, 1.05, 0.51], [0.40, 2.00, 0.49], [-0.68, 1.86, -0.45], [-0.66, 0.75, -1.27], [-1.76, 0.49, -2.01], [-2.83, 2.53, -1.30], [-2.84, 1.38, -2.08], [-1.80, -0.43, -2.60], [-3.66, 1.14, -2.76], [-1.75, 2.76, -0.46], [-1.71, 3.61, 0.20], [-3.63, 3.27, -1.33], [1.24, -0.42, -1.05], [2.81, 1.01, -2.60], [-2.85, -3.84, 2.41], [-1.87, -3.16, 1.72], [-1.41, -3.71, 0.54], [-0.45, -2.98, -0.19], [-0.01, -1.73, 0.25], [-0.45, -1.24, 1.46], [-1.41, -1.96, 2.22], [-1.78, -4.66, 0.14], [-0.07, -3.42, -1.12], [-0.07, -0.31, 1.89], [-1.78, -1.55, 3.15]],
  "mulliken_spin": [-0.050, 0.475, 0.016, 0.039, -0.021, -0.036, -0.003, 0.035, 0.042, -0.013, 0.021, -0.013, 0.001, 0.000, 0.002, 0.001, -0.046, 0.036, 0.018, -0.023, 0.028, 0.014, -0.006, 0.004, 0.000, -0.007, 0.001, 0.001, 2.030, 0.244, 0.000, 0.001, 0.009, 0.009, 0.182, -0.018, 0.009, 0.000, 0.008, 0.011, 0.000]
}

Record 3
{
  "formula": "C18H18FNO3",
  "method": "ωB97M-V/def2-TZVPD",
  "spin_multiplicity": 1,
  "e_above_lowest_kcal_mol": 29.5,
  "total_charge": 0,
  "smiles": "Cc1cc(C(=O)COC(=O)/C=C/c2cccc(F)c2)c(C)n1C",
  "homo_lumo_gap_ev": 8.27,
  "symbols": ["C", "C", "C", "C", "C", "O", "C", "O", "C", "O", "C", "C", "C", "C", "C", "C", "C", "F", "C", "C", "C", "N", "C", "H", "H", "H", "H", "H", "H", "H", "H", "H", "H", "H", "H", "H", "H", "H", "H", "H", "H"],
  "xyz": [[-4.56, -3.40, 4.17], [-3.92, -3.00, 2.89], [-2.71, -2.40, 2.68], [-2.54, -2.22, 1.28], [-1.34, -1.61, 0.74], [-0.46, -1.16, 1.44], [-1.19, -1.58, -0.79], [0.08, -1.06, -1.13], [0.21, 0.28, -1.02], [-0.73, 1.03, -0.85], [1.61, 0.68, -1.19], [1.96, 1.97, -1.13], [3.29, 2.53, -1.26], [4.44, 1.73, -1.33], [5.69, 2.31, -1.46], [5.83, 3.68, -1.53], [4.69, 4.46, -1.47], [4.82, 5.81, -1.54], [3.43, 3.92, -1.33], [-3.69, -2.73, 0.67], [-4.08, -2.78, -0.76], [-4.50, -3.19, 1.66], [-5.79, -3.81, 1.45], [-3.90, -3.13, 4.99], [-4.72, -4.48, 4.21], [-5.51, -2.90, 4.31], [-2.00, -2.11, 3.42], [-1.98, -0.94, -1.21], [-1.24, -2.58, -1.21], [2.31, -0.12, -1.35], [1.16, 2.69, -0.97], [4.35, 0.66, -1.26], [6.57, 1.68, -1.50], [6.80, 4.15, -1.64], [2.57, 4.56, -1.28], [-3.99, -1.80, -1.22], [-3.44, -3.47, -1.31], [-5.11, -3.11, -0.87], [-5.71, -4.66, 0.77], [-6.50, -3.09, 1.04], [-6.17, -4.16, 2.40]],
  "lowdin_charge": [-0.037, -0.278, 0.027, -0.112, -0.322, 0.113, -0.093, 0.006, -0.493, 0.112, 0.031, -0.007, -0.207, -0.031, -0.070, -0.010, -0.269, 0.058, 0.043, -0.204, -0.011, -0.068, -0.016, 0.082, 0.080, 0.081, 0.117, 0.126, 0.137, 0.113, 0.125, 0.106, 0.107, 0.117, 0.127, 0.083, 0.087, 0.067, 0.100, 0.101, 0.081]
}

Record 4
{
  "formula": "C18H18FNO4",
  "method": "ωB97M-V/def2-TZVPD",
  "spin_multiplicity": 1,
  "e_above_lowest_kcal_mol": 0.0,
  "total_charge": 0,
  "smiles": "O=C(O[C@H](C(=O)NC1CCCC1)c1ccccc1F)c1ccco1",
  "homo_lumo_gap_ev": 9.77,
  "symbols": ["O", "C", "O", "C", "C", "O", "N", "C", "C", "C", "C", "C", "C", "C", "C", "C", "C", "C", "F", "C", "C", "C", "C", "O", "H", "H", "H", "H", "H", "H", "H", "H", "H", "H", "H", "H", "H", "H", "H", "H", "H", "H"],
  "xyz": [[1.45, 1.57, -0.55], [1.22, 1.66, 0.63], [0.97, 0.60, 1.42], [0.85, -0.63, 0.73], [-0.30, -0.49, -0.32], [-1.24, 0.24, -0.08], [-0.13, -1.28, -1.38], [-0.87, -1.33, -2.64], [-0.07, -0.60, -3.73], [-0.37, 0.87, -3.45], [-1.84, 0.89, -3.00], [-2.19, -0.56, -2.63], [0.48, -1.72, 1.68], [-0.25, -1.46, 2.84], [-0.61, -2.49, 3.69], [-0.26, -3.80, 3.40], [0.46, -4.08, 2.25], [0.82, -3.04, 1.41], [1.52, -3.32, 0.28], [1.21, 2.91, 1.37], [1.42, 4.19, 0.92], [1.28, 5.03, 2.04], [1.00, 4.20, 3.09], [0.96, 2.93, 2.70], [1.80, -0.85, 0.21], [0.74, -1.80, -1.43], [-1.02, -2.39, -2.87], [0.99, -0.83, -3.69], [-0.46, -0.90, -4.71], [-0.20, 1.49, -4.33], [0.27, 1.22, -2.65], [-2.49, 1.25, -3.79], [-1.96, 1.54, -2.13], [-2.68, -0.63, -1.66], [-2.85, -1.00, -3.38], [-0.52, -0.44, 3.05], [-1.18, -2.27, 4.58], [-0.54, -4.60, 4.06], [0.75, -5.09, 2.00], [1.63, 4.47, -0.09], [1.37, 6.10, 2.07], [0.82, 4.41, 4.13]],
  "lowdin_charge": [0.130, -0.406, 0.067, -0.156, -0.426, 0.102, 0.140, -0.291, -0.144, -0.174, -0.171, -0.142, -0.089, 0.002, -0.073, -0.078, -0.007, -0.212, 0.059, -0.169, 0.021, -0.045, -0.099, 0.078, 0.164, 0.138, 0.143, 0.110, 0.116, 0.105, 0.087, 0.102, 0.098, 0.105, 0.112, 0.126, 0.104, 0.105, 0.118, 0.121, 0.103, 0.126]
}

Record 5
{
  "formula": "C18H18HgIO4",
  "method": "ωB97M-V/def2-TZVPD",
  "spin_multiplicity": 1,
  "total_charge": 1,
  "homo_lumo_gap_ev": 3.51,
  "symbols": ["C", "C", "C", "C", "C", "C", "C", "I", "C", "C", "C", "C", "C", "O", "O", "C", "C", "C", "O", "C", "C", "C", "O", "H", "H", "H", "H", "H", "H", "H", "H", "H", "H", "H", "H", "H", "H", "H", "H", "H", "H", "Hg"],
  "xyz": [[-0.89, -3.65, -0.10], [-1.89, -2.65, -0.78], [-2.02, -1.32, 0.03], [-1.63, -0.03, -0.80], [-0.24, 0.42, -0.51], [0.14, 0.97, 0.81], [-0.89, 1.10, 1.92], [-1.76, 3.09, 1.69], [-0.28, 1.00, 3.35], [-1.43, 0.72, 4.36], [1.42, 1.39, 1.05], [2.43, 1.33, 0.03], [3.81, 1.81, 0.24], [4.65, 1.16, 0.86], [4.07, 2.92, -0.26], [2.07, 0.81, -1.30], [0.79, 0.37, -1.54], [0.50, -0.19, -2.95], [-0.19, -1.15, -3.16], [1.23, 0.55, -4.07], [2.47, 0.98, -3.83], [3.09, 0.75, -2.46], [4.25, 0.51, -2.28], [-0.77, -3.42, 0.98], [0.10, -3.52, -0.59], [-1.23, -4.69, -0.17], [-2.88, -3.14, -0.74], [-1.63, -2.49, -1.84], [-3.07, -1.16, 0.35], [-1.34, -1.38, 0.90], [-1.83, -0.15, -1.87], [-2.30, 0.80, -0.45], [-1.71, 0.38, 1.85], [0.37, 0.09, 3.34], [0.37, 1.85, 3.62], [-2.37, 1.25, 4.09], [-1.10, 0.97, 5.38], [-1.65, -0.36, 4.35], [1.70, 1.81, 2.02], [0.72, 0.71, -5.02], [3.01, 1.49, -4.64], [-4.11, 0.06, -1.86]],
  "lowdin_charge": [-0.084, -0.236, -0.208, -0.325, 0.032, -0.201, -0.651, 0.933, -0.309, -0.104, 0.072, 0.088, -0.663, 0.241, 0.251, 0.056, 0.022, -0.281, 0.135, 0.042, 0.047, -0.274, 0.191, 0.070, 0.075, 0.078, 0.106, 0.086, 0.073, 0.096, -0.021, 0.018, 0.070, 0.126, 0.099, 0.056, 0.085, 0.084, 0.146, 0.139, 0.141, 0.699]
}